Record 1
This record from the OMol25 dataset describes a 8-piece molecular cluster, C4H24NO8S2 overall. The level of theory is the ωB97M-V functional and the def2-TZVPD basis.

Each line ends with the natural charge from an NBO analysis.
Cartesian coordinates (Å):
1 S -1.558 -0.740 -3.393  -0.708
2 S 0.445 0.438 -2.839  0.387
3 C -0.390 1.057 -1.261  -0.568
4 C 0.759 1.565 -0.326  -0.139
5 C 2.112 1.001 -0.925  -0.045
6 O 2.020 0.653 -2.228  -0.760
7 N 0.561 1.145 1.040  -0.677
8 C 0.073 2.139 1.949  -0.425
9 H -2.492 0.203 -3.667  0.095
10 H -0.971 0.184 -0.684  0.181
11 H -1.284 1.851 -1.425  0.198
12 H 0.772 2.605 -0.588  0.200
13 H 2.903 1.754 -0.722  0.157
14 H 2.363 0.086 -0.477  0.158
15 H -0.089 0.380 1.120  0.384
16 H -0.228 1.766 2.979  0.207
17 H 0.767 2.946 2.343  0.183
18 H -0.618 2.814 1.473  0.178
19 H -3.099 -1.372 -0.970  0.478
20 H -3.476 -0.083 -0.573  0.458
21 O -3.657 -0.956 -0.413  -0.933
22 H 1.870 -2.248 -2.193  0.488
23 H 0.664 -3.065 -2.642  0.468
24 O 1.448 -3.129 -2.256  -0.954
25 H 0.091 -1.292 3.780  0.495
26 H 1.127 -0.362 3.089  0.478
27 O 1.063 -1.110 3.684  -0.970
28 H -0.860 -2.325 1.200  0.506
29 H -1.567 -0.952 1.092  0.467
30 O -1.147 -1.539 1.710  -1.001
31 H 0.861 -3.671 0.353  0.491
32 H 0.176 -2.611 -0.435  0.485
33 O 0.019 -3.366 0.128  -0.945
34 H -1.305 2.952 -0.143  0.474
35 H -1.689 4.126 -1.107  0.477
36 O -1.737 3.784 -0.182  -0.950
37 H 1.657 -1.017 0.656  0.473
38 H 2.139 -1.827 1.913  0.491
39 O 2.280 -1.783 0.939  -0.980

Summary:
**E_LUMO**: 0.101 Ha
**Total charge**: -1
**Energy above the lowest of the compared OMol25 structures with the same formula, charge and spin**: 58.3 kcal/mol


Record 2
This record from the OMol25 dataset describes a 9-piece molecular cluster, C4H24O10 overall. The level of theory is the ωB97M-V functional and the def2-TZVPD basis.

Each line ends with the natural charge from an NBO analysis.
Cartesian coordinates (Å):
1 C 1.887 1.757 0.770  -0.624
2 C 0.541 1.418 1.402  -0.377
3 C -0.572 2.428 1.087  -0.510
4 C -1.919 1.891 1.471  0.799
5 O -2.515 2.155 2.483  -0.575
6 O -2.428 1.044 0.521  -0.715
7 H 1.876 1.599 -0.298  0.229
8 H 2.575 1.023 1.170  0.213
9 H 2.311 2.729 0.994  0.206
10 H 0.694 1.306 2.475  0.208
11 H 0.202 0.445 1.073  0.194
12 H -0.389 3.349 1.639  0.233
13 H -0.529 2.689 0.045  0.210
14 H -3.385 1.054 0.613  0.499
15 O 1.211 -3.301 0.111  -0.977
16 H 0.923 -3.433 -0.792  0.497
17 H 0.624 -2.738 0.613  0.480
18 O 2.398 0.550 -2.130  -0.955
19 H 2.534 0.782 -3.058  0.477
20 H 1.786 -0.177 -2.318  0.483
21 O 1.747 -2.554 2.734  -0.964
22 H 1.792 -3.499 2.914  0.483
23 H 2.105 -2.447 1.835  0.499
24 O 0.783 -0.404 -4.455  -0.976
25 H 0.504 0.511 -4.277  0.469
26 H 0.343 -0.909 -3.742  0.492
27 O -0.559 -1.841 -2.457  -0.996
28 H -1.002 -2.592 -2.879  0.487
29 H -1.056 -1.610 -1.645  0.519
30 O 1.118 3.318 -2.615  -0.945
31 H 1.848 2.741 -2.340  0.481
32 H 0.551 3.351 -1.839  0.463
33 O -1.100 -2.067 2.664  -0.990
34 H -1.150 -1.724 3.566  0.482
35 H -0.205 -2.438 2.637  0.492
36 O -1.829 -2.207 0.017  -0.986
37 H -2.199 -2.869 0.613  0.494
38 H -1.671 -1.490 0.649  0.501

Summary:
**E_LUMO**: 0.004 Ha
**Energy above the lowest of the compared OMol25 structures with the same formula, charge and spin**: 0.0 kcal/mol


Record 3
This record from the OMol25 dataset describes a 9-piece molecular cluster, C4H25N2O10 overall. The level of theory is the ωB97M-V functional and the def2-TZVPD basis.

Each line ends with the natural charge from an NBO analysis.
Cartesian coordinates (Å):
1 N -1.795 -2.515 -0.927  -0.846
2 C -0.839 -2.183 -2.032  -0.229
3 C -0.876 -0.799 -2.727  -0.241
4 N -2.019 0.048 -2.512  -0.649
5 C -1.920 1.403 -2.047  -0.311
6 C -1.312 1.374 -0.558  0.778
7 O -0.170 1.692 -0.176  -0.787
8 O -2.179 0.935 0.288  -0.840
9 H -1.393 -2.439 0.001  0.355
10 H -2.552 -1.842 -0.899  0.360
11 H 0.182 -2.339 -1.670  0.196
12 H -1.050 -2.993 -2.752  0.169
13 H 0.014 -0.310 -2.312  0.193
14 H -0.876 -1.087 -3.815  0.181
15 H -2.747 -0.406 -1.985  0.379
16 H -2.972 1.735 -2.025  0.217
17 H -1.216 2.066 -2.553  0.187
18 H 1.133 1.557 3.231  0.463
19 H 2.298 2.351 3.234  0.496
20 O 2.090 1.405 3.268  -0.952
21 H -3.551 0.149 -0.155  0.509
22 H -5.156 0.263 -0.243  0.464
23 O -4.395 -0.311 -0.417  -1.025
24 H 1.127 2.842 -1.111  0.508
25 H 2.273 2.045 -1.756  0.475
26 O 2.095 2.847 -1.258  -0.991
27 H 0.597 -1.848 1.708  0.497
28 H 0.661 -3.149 2.327  0.466
29 O 1.278 -2.448 2.064  -0.965
30 H 3.743 1.118 1.779  0.465
31 H 2.730 0.120 2.178  0.499
32 O 3.644 0.162 1.824  -0.975
33 H -0.784 0.041 2.942  0.465
34 H -1.357 -0.151 1.469  0.516
35 O -1.058 -0.601 2.290  -1.009
36 H 2.231 3.335 0.660  0.498
37 H 1.191 2.274 1.162  0.508
38 O 1.694 3.065 1.413  -1.017
39 H 4.329 -1.961 0.843  0.484
40 H 3.003 -2.709 0.810  0.492
41 O 3.903 -2.735 0.441  -0.982

Summary:
**E_LUMO**: 0.108 Ha
**Total charge**: -1
**Energy above the lowest of the compared OMol25 structures with the same formula, charge and spin**: 55.1 kcal/mol


Record 4
This record from the OMol25 dataset describes a 8-piece molecular cluster, C4H25N3O7 overall. The level of theory is the ωB97M-V functional and the def2-TZVPD basis.

Each line ends with the natural charge from an NBO analysis.
Cartesian coordinates (Å):
1 H -1.632 -1.133 -0.436  0.329
2 N -1.525 -1.919 0.202  -0.772
3 C -0.343 -2.248 0.480  0.325
4 N 0.834 -1.591 0.095  -0.635
5 C 0.725 -0.129 -0.059  -0.258
6 C 0.410 0.261 -1.485  -0.432
7 C 1.329 1.306 -2.218  -0.220
8 N 0.634 2.194 -3.122  -0.830
9 H -0.009 -3.128 1.034  0.179
10 H 1.678 -1.895 0.553  0.419
11 H 1.653 0.360 0.257  0.207
12 H -0.039 0.329 0.579  0.206
13 H 0.349 -0.616 -2.130  0.183
14 H -0.683 0.374 -1.636  0.188
15 H 1.989 1.642 -1.415  0.198
16 H 2.056 0.687 -2.760  0.181
17 H -0.128 1.787 -3.637  0.379
18 H 0.218 2.918 -2.549  0.350
19 O -1.620 -0.475 -4.130  -0.939
20 H -0.964 -1.158 -4.325  0.480
21 H -2.009 -0.856 -3.325  0.464
22 O 0.493 0.023 4.073  -0.982
23 H 0.945 0.844 4.259  0.476
24 H -0.303 0.279 3.565  0.509
25 O -1.899 0.033 2.765  -0.965
26 H -2.456 -0.529 3.303  0.484
27 H -2.030 -0.341 1.884  0.496
28 O -0.504 2.583 3.071  -0.944
29 H -1.374 2.578 3.467  0.465
30 H -0.678 3.264 2.405  0.481
31 O 2.038 -1.810 2.774  -1.003
32 H 2.923 -1.993 3.036  0.476
33 H 1.672 -0.937 2.968  0.512
34 O 1.385 -2.441 -3.318  -0.949
35 H 1.313 -1.659 -2.742  0.469
36 H 2.088 -2.969 -2.952  0.473
37 O -1.965 2.426 0.563  -0.956
38 H -2.553 1.959 1.188  0.482
39 H -2.019 1.978 -0.281  0.475

Summary:
**E_LUMO**: 0.006 Ha
**Energy above the lowest of the compared OMol25 structures with the same formula, charge and spin**: 0.0 kcal/mol


Record 5
This record from the OMol25 dataset describes a 10-piece molecular cluster, C4H25NO11 overall. The level of theory is the ωB97M-V functional and the def2-TZVPD basis.

Each line ends with the natural charge from an NBO analysis.
Cartesian coordinates (Å):
1 C 1.321 -0.079 0.147  -0.729
2 C 1.000 1.290 -0.482  0.681
3 O 1.562 1.700 -1.474  -0.616
4 N 0.181 2.223 0.201  -0.637
5 C -0.690 1.649 1.234  -0.368
6 C -1.954 1.021 0.659  0.454
7 O -2.358 -0.086 0.921  -0.567
8 H 0.486 -0.597 0.634  0.237
9 H 1.634 -0.577 -0.772  0.241
10 H 2.201 -0.110 0.760  0.228
11 H -0.168 2.863 -0.496  0.436
12 H -0.300 0.812 1.850  0.256
13 H -0.917 2.408 1.959  0.229
14 H -2.558 1.689 0.087  0.119
15 O -2.155 0.986 -3.593  -0.943
16 H -2.330 0.212 -3.037  0.464
17 H -1.518 0.490 -4.142  0.485
18 O -0.121 1.492 4.616  -0.990
19 H 0.402 0.743 4.307  0.504
20 H -0.040 2.336 4.189  0.469
21 O -1.394 -3.177 1.637  -0.971
22 H -1.853 -2.342 1.790  0.502
23 H -1.632 -3.558 0.790  0.490
24 O -1.988 -2.318 -1.758  -0.946
25 H -2.915 -2.229 -1.513  0.475
26 H -1.701 -1.466 -1.323  0.471
27 O 4.433 -1.355 0.541  -0.924
28 H 3.888 -0.872 -0.093  0.466
29 H 4.575 -0.638 1.180  0.462
30 O 1.313 -2.718 0.999  -1.007
31 H 0.390 -3.037 1.022  0.502
32 H 2.005 -3.377 0.960  0.492
33 O 0.421 -1.327 -4.060  -0.960
34 H -0.162 -1.912 -3.595  0.481
35 H 1.324 -1.482 -3.792  0.481
36 O 0.804 -0.654 3.295  -0.979
37 H 0.397 -1.436 2.916  0.514
38 H 1.681 -0.411 2.974  0.493
39 O -0.693 3.385 -2.501  -0.974
40 H -1.086 2.730 -3.107  0.498
41 H 0.234 3.405 -2.747  0.483

Summary:
**E_LUMO**: -0.004 Ha
**Energy above the lowest of the compared OMol25 structures with the same formula, charge and spin**: 71.5 kcal/mol


Record 6
This record from the OMol25 dataset describes a 9-piece molecular cluster, C4H25NO11 overall. The level of theory is the ωB97M-V functional and the def2-TZVPD basis.

Each line ends with the natural charge from an NBO analysis.
Cartesian coordinates (Å):
1 N 0.308 -1.972 0.028  -0.812
2 C 1.157 -0.764 0.233  -0.163
3 C 2.525 -1.181 0.707  -0.457
4 C 3.430 -1.808 -0.353  -0.064
5 O 3.847 -0.760 -1.199  -0.746
6 C 0.334 0.117 1.203  0.851
7 O 0.326 -0.139 2.390  -0.658
8 O -0.346 1.220 0.876  -0.717
9 H 0.652 -2.731 0.596  0.362
10 H 0.455 -2.227 -0.944  0.347
11 H 1.297 -0.219 -0.718  0.203
12 H 3.025 -0.337 1.305  0.225
13 H 2.552 -1.859 1.600  0.228
14 H 4.210 -2.343 0.169  0.179
15 H 2.877 -2.507 -0.985  0.184
16 H 4.359 -0.063 -0.784  0.470
17 H -0.351 1.491 -0.086  0.535
18 O -2.071 -0.492 3.530  -0.979
19 H -1.145 -0.666 3.270  0.498
20 H -2.259 0.408 3.217  0.481
21 O 1.991 1.783 -0.585  -0.957
22 H 2.750 1.315 -0.950  0.479
23 H 2.065 2.702 -0.867  0.486
24 O -0.598 0.713 -1.707  -0.987
25 H -1.269 0.129 -2.084  0.527
26 H 0.305 0.566 -2.001  0.467
27 O 1.423 -0.507 -3.825  -0.920
28 H 1.937 0.189 -3.407  0.468
29 H 0.966 -0.986 -3.120  0.460
30 O -3.171 -0.011 -1.898  -0.993
31 H -3.128 -0.452 -1.026  0.497
32 H -3.681 0.759 -1.553  0.479
33 O -2.227 -0.925 0.549  -0.987
34 H -2.272 -1.869 0.398  0.489
35 H -2.383 -0.699 1.478  0.505
36 O -2.314 2.537 2.398  -0.954
37 H -2.734 3.246 1.890  0.471
38 H -1.383 2.711 2.210  0.488
39 O -4.217 1.774 0.026  -0.938
40 H -3.746 2.330 -0.610  0.460
41 H -3.495 1.529 0.629  0.492

Summary:
**E_LUMO**: -0.007 Ha
**Energy above the lowest of the compared OMol25 structures with the same formula, charge and spin**: 66.6 kcal/mol